Entry 1:
Entry from the OMol25 dataset: 5 unconnected molecules or ions with the total composition C10H31BrN2O4 (ωB97M-V/def2-TZVPD).

Properties
E_HOMO (alpha / beta): -12.64 / -12.64 eV
Strongest force on any atom: 3.39 eV/A
Expectation value of S²: 0.75
Spin multiplicity: 2
Net charge: +1
Total energy: -3383.74133 Ha

Last column: Mulliken spin population.
Atoms and positions in Å:
O  1.003  -0.712  -0.123  0.007
H  1.447  -1.560  -0.208  -0.023
H  0.700  -0.405  -0.980  0.012
H  1.567  -0.075  0.323  -0.004
Br  3.696  -2.467  -0.325  1.010
C  -1.255  -3.321  -0.520  0.000
C  -2.626  -3.655  -1.048  0.000
O  -3.296  -2.550  -1.649  0.000
H  -1.162  -2.299  -0.153  0.000
H  -0.455  -3.300  -1.260  -0.001
H  -0.866  -4.020  0.220  0.000
H  -3.274  -4.123  -0.307  0.000
H  -2.565  -4.381  -1.858  0.000
H  -2.792  -2.291  -2.424  0.000
C  -0.692  1.346  -4.164  0.000
C  -0.518  0.909  -2.698  0.000
C  -1.852  0.942  -1.912  0.000
O  -1.646  0.627  -0.547  0.000
C  -2.880  0.697  0.181  0.000
N  0.202  -0.360  -2.653  0.000
H  -1.047  2.372  -4.266  0.000
H  -1.447  0.808  -4.738  0.000
H  0.272  1.343  -4.671  0.000
H  0.075  1.661  -2.177  0.000
H  -2.614  0.314  -2.375  0.000
H  -2.295  1.935  -1.839  0.000
H  -2.664  0.513  1.234  0.000
H  -3.606  -0.046  -0.147  0.000
H  -3.363  1.662  0.023  0.000
H  -0.487  -1.039  -2.943  0.000
H  0.766  -0.404  -3.489  0.000
C  0.836  2.805  1.510  0.000
C  2.032  2.000  2.126  0.000
C  1.688  1.128  3.386  0.001
O  2.825  0.968  4.154  0.000
C  2.744  -0.246  4.902  0.000
N  2.578  1.128  1.083  -0.001
H  0.939  3.313  0.551  0.000
H  0.561  3.580  2.225  0.000
H  0.027  2.123  1.249  0.000
H  2.782  2.719  2.455  0.000
H  1.262  0.218  2.963  0.000
H  0.886  1.637  3.920  0.000
H  2.794  -1.096  4.222  0.000
H  1.805  -0.441  5.420  0.000
H  3.592  -0.233  5.587  0.000
H  3.367  0.590  1.411  -0.001
H  2.956  1.688  0.332  0.001

***

Entry 2:
Entry from the OMol25 dataset: 2 unconnected molecules or ions with the total composition C3H6F3NO (ωB97M-V/def2-TZVPD).

Properties
E_HOMO: -7.94 eV
Strongest force on any atom: 4.01 eV/A
ΔE to the lowest compared entry with this formula, charge and spin: 63.3 kcal/mol
Total energy: -547.41502 Ha

Last column: Löwdin charge in e.
Atoms and positions in Å:
C  -0.589  -0.884  1.232  -0.084
C  -0.187  0.117  -0.812  -0.150
C  -0.207  1.551  -0.517  -0.619
N  0.953  -0.508  -1.447  0.052
O  0.593  -1.512  1.482  -0.092
F  -1.464  1.768  0.029  0.066
F  -0.058  2.358  -1.578  0.131
F  0.688  2.024  0.391  0.108
H  -0.890  -0.211  2.109  0.112
H  -1.373  -1.425  0.776  0.052
H  -1.193  -0.266  -1.121  0.131
H  0.721  -1.454  -1.749  0.083
H  1.751  -0.561  -0.792  0.086
H  1.257  -0.996  1.998  0.123

***

Entry 3:
Entry from the OMol25 dataset: a single CH2ClF2P molecule (ωB97M-V/def2-TZVPD).

Properties
E_HOMO: -8.55 eV
Strongest force on any atom: 3.64 eV/A
ΔE to the lowest compared entry with this formula, charge and spin: 79.0 kcal/mol
Total energy: -1040.47288 Ha
Structure (SMILES): F[PH2]=C(F)Cl

Last column: Löwdin charge in e.
Atoms and positions in Å:
F  0.572  1.752  0.067  -0.252
P  -0.303  0.479  -0.326  0.805
C  0.664  -0.593  0.594  -0.854
F  1.727  -1.098  0.075  -0.065
Cl  -0.402  -2.087  0.955  0.418
H  -1.500  0.740  0.179  -0.016
H  -0.757  0.807  -1.543  -0.037

***

Entry 4:
Entry from the OMol25 dataset: a single C2H2N4OS molecule (ωB97M-V/def2-TZVPD).

Properties
E_HOMO: -9.28 eV
Strongest force on any atom: 4.97 eV/A
ΔE to the lowest compared entry with this formula, charge and spin: 26.9 kcal/mol
Total energy: -769.78010 Ha
Structure (SMILES): Oc1nnnc(=S)[nH]1

Last column: Löwdin charge in e.
Atoms and positions in Å:
O  -1.912  -1.063  -0.199  0.139
C  -0.926  -0.144  -0.035  -0.399
N  -1.067  1.086  -0.050  0.071
N  -0.006  1.921  -0.142  0.003
N  1.180  1.544  0.053  0.008
C  1.543  0.158  0.111  -0.838
S  3.104  -0.319  -0.157  0.647
N  0.395  -0.714  0.183  0.117
H  -2.754  -0.713  -0.090  0.086
H  0.442  -1.757  0.325  0.166

***

Entry 5:
Entry from the OMol25 dataset: a molecular structure, C32H41BrMnN4OSSb (ωB97M-V/def2-TZVPD).

Properties
E_HOMO (alpha / beta): -12.47 / -12.50 eV
Strongest force on any atom: 1.19 eV/A
Expectation value of S²: 6.07
Spin multiplicity: 5
ΔE to the lowest compared entry with this formula, charge and spin: 20.2 kcal/mol
Net charge: +2
Total energy: -5901.20571 Ha

Last column: Mulliken spin population.
Atoms and positions in Å:
Mn  0.518  0.578  -0.032  4.017
Br  -4.803  -2.796  -3.920  0.002
C  -3.557  -1.676  -3.046  0.014
C  -3.332  -0.376  -3.521  -0.003
C  -2.402  0.435  -2.916  0.022
C  -1.657  -0.014  -1.818  -0.005
O  -0.723  0.744  -1.289  -0.039
C  -1.923  -1.315  -1.312  0.072
C  -1.215  -1.818  -0.191  -0.006
N  -0.371  -1.143  0.541  -0.052
C  0.299  -1.794  1.607  -0.018
C  -0.182  -2.847  2.343  -0.040
C  0.643  -3.481  3.291  -0.001
C  1.929  -3.066  3.494  -0.001
C  2.428  -1.942  2.796  0.005
C  3.733  -1.431  2.963  0.010
C  4.112  -0.321  2.256  -0.003
C  3.196  0.299  1.403  -0.006
N  1.964  -0.147  1.213  -0.049
C  1.585  -1.285  1.880  -0.012
C  -2.866  -2.136  -1.958  -0.008
H  -3.891  -0.019  -4.374  0.000
H  -2.209  1.434  -3.285  0.001
H  -1.393  -2.861  0.060  -0.001
H  -1.193  -3.205  2.202  -0.003
H  0.247  -4.318  3.850  0.000
H  2.579  -3.586  4.185  0.000
H  4.419  -1.923  3.642  0.000
H  5.106  0.094  2.344  0.000
H  3.483  1.191  0.863  -0.005
H  -3.045  -3.140  -1.592  0.000
S  2.298  1.407  -1.615  -0.058
C  2.249  3.087  -1.766  0.024
N  3.125  3.671  -2.637  0.000
C  3.167  5.004  -2.830  0.000
C  2.311  5.806  -2.137  0.002
C  1.424  5.161  -1.262  -0.002
N  1.397  3.855  -1.080  0.006
H  3.748  3.061  -3.154  -0.001
H  3.890  5.382  -3.539  0.000
H  2.319  6.877  -2.262  0.000
H  0.706  5.739  -0.690  0.000
C  -1.469  2.103  6.143  0.006
C  -0.671  1.054  5.389  0.022
C  0.826  1.269  5.546  0.003
C  -1.064  -0.353  5.811  0.005
Sb  -1.066  1.159  3.150  0.055
C  -3.275  0.814  2.716  0.018
C  -3.511  1.072  1.233  0.011
C  -3.507  -0.656  3.036  0.005
C  -4.134  1.721  3.583  0.004
C  -0.563  3.286  2.561  -0.020
C  -1.276  3.573  1.251  0.011
C  -0.954  4.309  3.618  0.011
C  0.945  3.291  2.343  -0.006
H  -1.320  1.951  7.219  0.003
H  -2.538  2.027  5.949  -0.001
H  -1.142  3.115  5.909  0.000
H  1.093  1.141  6.600  0.000
H  1.126  2.279  5.260  0.000
H  1.402  0.543  4.966  0.001
H  -0.716  -0.527  6.834  0.001
H  -0.606  -1.113  5.172  0.000
H  -2.146  -0.488  5.807  0.000
H  -2.667  0.752  0.620  0.003
H  -3.710  2.122  1.029  0.000
H  -4.388  0.503  0.906  0.001
H  -2.870  -1.299  2.422  0.002
H  -4.550  -0.907  2.818  0.000
H  -3.326  -0.885  4.086  -0.001
H  -3.880  2.774  3.451  0.001
H  -4.044  1.470  4.640  -0.001
H  -5.186  1.596  3.304  -0.001
H  -2.356  3.623  1.375  0.001
H  -1.043  2.814  0.495  0.007
H  -0.941  4.533  0.847  0.003
H  -2.008  4.233  3.886  -0.003
H  -0.780  5.322  3.236  0.001
H  -0.354  4.199  4.522  -0.001
H  1.201  2.665  1.482  -0.001
H  1.499  2.934  3.213  -0.002
H  1.290  4.307  2.119  0.001

***

- What is the total energy in the second record?
  -547.41502 Ha

***

- Which value of strongest force on any atom does entry 5 give?
  1.19 eV/A